Record 1
{
  "formula": "C34H85BBrClNbO9",
  "method": "the ωB97M-V functional and the def2-TZVPD basis",
  "species": ["C", "C", "C", "C", "C", "Nb", "Cl", "C", "C", "C", "Br", "C", "O", "C", "B", "O", "O", "H", "H", "H", "H", "H", "H", "H", "H", "H", "H", "H", "H", "H", "H", "H", "H", "H", "H", "H", "H", "H", "H", "H", "H", "H", "C", "C", "O", "C", "C", "H", "H", "H", "H", "H", "H", "H", "H", "H", "H", "C", "C", "O", "C", "C", "H", "H", "H", "H", "H", "H", "H", "H", "H", "H", "C", "C", "O", "C", "C", "H", "H", "H", "H", "H", "H", "H", "H", "H", "H", "C", "C", "O", "C", "C", "H", "H", "H", "H", "H", "H", "H", "H", "H", "H", "C", "C", "O", "C", "C", "H", "H", "H", "H", "H", "H", "H", "H", "H", "H", "C", "C", "O", "C", "C", "H", "H", "H", "H", "H", "H", "H", "H", "H", "H"],
  "coordinates": [[-0.90743, -4.23233, -1.65641], [-0.55675, -3.30232, -2.81693], [-1.59265, -3.32033, -3.93184], [-2.57794, -2.15391, -3.90425], [-2.09420, -0.88723, -4.63884], [-1.45112, 0.86162, -3.29702], [-1.94864, 2.48768, -5.11718], [-0.77167, 2.53452, -1.85386], [-0.21033, 3.74810, -2.57414], [0.69767, 4.75884, -1.81490], [0.78718, 4.62651, 0.12678], [-3.57304, 0.75030, -2.43732], [-3.89517, -0.16210, -1.36669], [-3.42329, 0.29356, -0.13297], [0.74095, 0.44619, -4.00170], [1.13643, -0.30159, -5.10617], [1.78291, 1.08140, -3.29896], [-1.59346, -3.71954, -0.99151], [-0.01344, -4.41529, -1.07457], [-1.32507, -5.16992, -1.99746], [-0.43020, -2.30892, -2.40958], [0.40623, -3.59908, -3.22610], [-2.16211, -4.24232, -3.83516], [-1.10767, -3.35536, -4.90274], [-3.49177, -2.49900, -4.38402], [-2.83863, -1.95863, -2.86683], [-2.93453, -0.47589, -5.19133], [-1.33731, -1.15644, -5.36802], [-1.02458, -0.31935, -1.98799], [-1.67725, 2.82487, -1.33414], [-0.05678, 2.08420, -1.17857], [0.36517, 3.45510, -3.44202], [-1.04896, 4.32074, -2.94390], [1.70421, 4.71824, -2.19753], [0.34385, 5.76047, -1.99525], [-4.25017, 0.49081, -3.24301], [-3.80999, 1.76843, -2.10683], [-3.86929, 1.25164, 0.13725], [-3.69208, -0.43883, 0.61877], [-2.33451, 0.38603, -0.14262], [1.43308, -1.19252, -4.85046], [2.02047, 0.56686, -2.50453], [-2.04401, -0.67485, 5.05206], [-1.79386, -1.61868, 3.88592], [-1.39820, -0.96793, 2.69855], [-0.18377, -0.24135, 2.75140], [1.03221, -1.09819, 3.06072], [-2.73252, 0.11786, 4.75628], [-2.47656, -1.22162, 5.89151], [-1.12344, -0.20419, 5.40172], [-2.71989, -2.13562, 3.63121], [-1.06539, -2.39029, 4.16607], [-0.26153, 0.59283, 3.45903], [-0.07116, 0.19519, 1.75925], [1.01356, -1.48319, 4.08325], [1.94365, -0.51087, 2.94322], [1.07459, -1.94923, 2.38091], [-4.88156, -3.46164, -0.71101], [-4.65467, -4.03608, 0.67654], [-5.15268, -3.22592, 1.72889], [-6.54320, -2.98020, 1.71777], [-7.38940, -4.23676, 1.85200], [-4.51737, -2.43383, -0.76430], [-4.34717, -4.05609, -1.45310], [-5.93805, -3.45697, -0.98776], [-3.58350, -4.11256, 0.86533], [-5.06267, -5.05267, 0.74873], [-6.82847, -2.41414, 0.82430], [-6.73346, -2.33014, 2.57333], [-7.31170, -4.87496, 0.97029], [-8.43972, -3.96993, 1.97663], [-7.06842, -4.82206, 2.71551], [2.87675, -3.22244, 1.64801], [2.61549, -2.64095, 0.26722], [2.62430, -1.22977, 0.22842], [3.84063, -0.62308, 0.60532], [5.02214, -1.00669, -0.26872], [2.20166, -2.78047, 2.38071], [2.72212, -4.30176, 1.63569], [3.89968, -3.03804, 1.98173], [1.62070, -2.92714, -0.06707], [3.32560, -3.05070, -0.46149], [4.06154, -0.82704, 1.66041], [3.65941, 0.44955, 0.52493], [5.30210, -2.05400, -0.14129], [5.89119, -0.39829, -0.01598], [4.78306, -0.85367, -1.32208], [-6.65815, -1.29157, 6.03063], [-7.18372, -0.07908, 5.28122], [-8.39650, -0.32074, 4.59136], [-9.50141, -0.68908, 5.39008], [-9.90817, 0.36734, 6.40475], [-6.60352, -2.15361, 5.36448], [-5.66288, -1.09090, 6.42736], [-7.30268, -1.55982, 6.87023], [-6.46436, 0.20802, 4.51485], [-7.28857, 0.77858, 5.95591], [-9.31530, -1.64851, 5.88750], [-10.31903, -0.85190, 4.68746], [-9.15649, 0.49275, 7.18565], [-10.84307, 0.08259, 6.88875], [-10.04558, 1.33189, 5.91485], [9.47015, 2.39557, -1.17567], [9.42740, 0.97120, -1.69189], [8.09760, 0.51542, -1.82575], [7.28090, 1.24453, -2.72712], [7.77702, 1.22210, -4.16302], [8.86625, 2.47967, -0.27291], [10.49101, 2.70804, -0.94888], [9.06152, 3.09608, -1.90339], [9.90308, 0.29739, -0.97820], [9.97807, 0.87206, -2.63521], [7.15357, 2.27542, -2.37794], [6.30000, 0.77205, -2.67540], [8.71283, 1.77191, -4.27958], [7.03898, 1.68236, -4.82007], [7.94873, 0.19604, -4.49131], [4.84093, 4.27035, -1.74467], [5.73107, 4.35828, -0.51505], [7.08836, 4.64615, -0.82693], [7.32438, 5.88433, -1.46296], [6.92471, 7.08953, -0.62796], [5.27011, 3.59096, -2.48256], [3.85055, 3.90435, -1.47313], [4.71446, 5.24502, -2.21988], [5.75616, 3.39129, -0.01132], [5.32950, 5.07786, 0.20669], [6.83107, 5.91463, -2.44182], [8.39934, 5.91004, -1.64941], [5.84342, 7.15365, -0.49942], [7.25539, 8.00875, -1.11292], [7.37676, 7.03238, 0.36308]],
  "forces_ev_per_a": [[0.304, 0.719, -0.035], [0.203, -0.455, -0.020], [-0.267, 0.272, 0.154], [0.001, -0.101, -0.371], [0.482, -0.102, 1.078], [-2.183, 2.679, -1.764], [0.299, -0.567, 0.614], [0.238, -0.556, -0.865], [0.191, 0.253, 0.601], [-0.413, -0.167, -0.503], [0.074, -0.094, 0.002], [0.743, -1.724, 1.215], [-0.527, 0.309, -0.317], [0.174, -0.263, -0.079], [0.765, -1.042, 0.777], [-0.025, -0.444, -0.070], [0.379, -0.454, 0.295], [-0.429, -0.116, 0.131], [0.232, -0.293, 0.271], [-0.115, -0.300, -0.006], [0.041, 0.404, -0.094], [0.282, -0.115, -0.042], [-0.084, -0.306, -0.072], [0.095, 0.016, -0.264], [-0.310, -0.130, -0.066], [-0.121, 0.128, 0.207], [-0.213, 0.337, -0.172], [0.155, 0.000, -0.277], [0.175, 0.274, -0.227], [-0.190, -0.058, 0.521], [0.156, 0.001, 0.409], [0.240, -0.060, -0.271], [-0.264, 0.140, -0.236], [0.441, -0.182, 0.240], [-0.104, 0.365, 0.067], [-0.083, -0.026, -0.401], [0.115, 0.318, -0.060], [-0.051, 0.291, 0.046], [-0.084, -0.191, 0.194], [0.172, 0.125, -0.007], [-0.090, 0.505, -0.200], [-0.337, 0.525, -0.236], [0.107, 0.069, -0.008], [-0.064, -0.058, 0.033], [-0.056, -0.006, -0.085], [0.099, 0.129, -0.037], [-0.534, 0.160, 0.181], [-0.040, -0.018, -0.010], [-0.016, -0.021, -0.003], [0.002, -0.018, 0.022], [-0.006, 0.004, -0.061], [0.025, 0.025, 0.047], [-0.009, -0.010, 0.036], [-0.043, -0.019, -0.030], [0.010, -0.003, 0.049], [-0.002, -0.031, -0.086], [-0.692, 0.795, 0.178], [-0.083, 0.140, 0.101], [0.077, -0.066, -0.181], [0.074, 0.015, 0.203], [-0.115, 0.053, 0.021], [0.066, -0.082, -0.114], [0.028, -0.026, -0.086], [0.033, -0.007, 0.001], [0.000, -0.046, -0.007], [0.009, 0.033, 0.044], [-0.037, 0.013, 0.016], [-0.011, -0.044, -0.030], [0.070, 0.035, 0.002], [-0.027, 0.014, -0.015], [-0.003, 0.022, 0.021], [-0.022, 0.030, 0.038], [0.318, -0.155, 0.082], [-0.026, -0.240, -0.009], [-0.100, 0.131, -0.083], [0.146, 0.178, 0.015], [-0.002, -0.105, 0.024], [0.823, -0.728, -0.268], [0.013, -0.048, -0.067], [0.049, -0.053, -0.032], [-0.114, 0.033, -0.053], [-0.008, -0.009, 0.021], [0.044, -0.030, 0.006], [-0.044, 0.016, -0.010], [0.030, 0.020, 0.027], [0.019, 0.016, -0.042], [0.001, 0.051, -0.011], [-0.170, -0.067, 0.075], [0.158, -0.023, 0.050], [0.002, 0.035, -0.155], [-0.077, -0.029, 0.048], [0.120, 0.024, 0.044], [0.064, 0.011, -0.031], [0.023, 0.023, -0.031], [0.040, 0.017, 0.031], [-0.072, 0.015, -0.078], [-0.009, -0.023, 0.028], [0.001, 0.020, 0.038], [0.027, 0.002, -0.046], [-0.019, -0.021, 0.019], [-0.018, -0.009, -0.015], [-0.039, -0.005, -0.021], [0.146, 0.121, -0.038], [0.015, 0.216, 0.079], [-0.113, -0.396, -0.029], [-0.104, 0.089, -0.059], [0.145, 0.013, 0.048], [0.013, 0.042, 0.026], [0.032, -0.061, 0.002], [0.039, 0.041, 0.033], [-0.079, -0.054, 0.010], [-0.036, 0.036, -0.031], [0.042, -0.014, -0.027], [0.017, -0.058, 0.053], [-0.015, 0.035, -0.007], [-0.034, -0.015, 0.006], [-0.052, -0.011, -0.014], [0.023, 0.130, 0.008], [-0.144, -0.146, -0.143], [0.044, -0.073, 0.139], [0.020, 0.101, -0.068], [-0.113, -0.035, 0.033], [-0.027, -0.026, 0.030], [0.003, -0.014, 0.042], [-0.058, -0.008, 0.012], [0.066, -0.012, -0.006], [0.027, 0.042, -0.051], [-0.020, 0.033, 0.021], [0.012, -0.048, 0.014], [0.001, 0.020, -0.028], [0.020, 0.001, -0.009], [0.043, 0.010, -0.009]],
  "orbital_gap_ev": 6.4,
  "charge": -1
}

Record 2
{
  "formula": "C6H39N2O11",
  "method": "the ωB97M-V functional and the def2-TZVPD basis",
  "species": ["C", "C", "C", "C", "C", "N", "C", "N", "H", "H", "H", "H", "H", "H", "H", "H", "H", "H", "H", "H", "H", "H", "H", "H", "H", "H", "H", "O", "H", "H", "O", "H", "H", "O", "H", "H", "O", "H", "H", "O", "H", "H", "O", "H", "H", "O", "H", "H", "O", "H", "H", "O", "H", "H", "O", "H", "H", "O"],
  "coordinates": [[3.58500, -0.60391, -2.49409], [2.46664, -0.98536, -1.52662], [1.06672, -0.58739, -1.91694], [-0.05565, -1.15697, -0.97629], [-0.39476, -0.16821, 0.13691], [-0.30929, -0.76786, 1.51613], [-1.67665, -1.12751, 1.98865], [2.50870, -2.45539, -1.33639], [3.49243, 0.45695, -2.74448], [3.34728, -1.09165, -3.44177], [4.56608, -0.82010, -2.09146], [2.66536, -0.50158, -0.55435], [0.96441, 0.49461, -1.79336], [0.75092, -0.85480, -2.92598], [0.14769, -2.18458, -0.67755], [-0.89108, -1.24680, -1.66004], [0.29080, 0.66863, 0.07364], [-1.42771, 0.15175, -0.03624], [-0.04170, -0.10653, 2.26085], [-2.05882, -1.91196, 1.33095], [-2.42964, -0.35191, 1.98021], [-1.63946, -1.65252, 2.94166], [0.23841, -1.62537, 1.64442], [3.37862, -2.81811, -1.68685], [1.65895, -2.94868, -1.53570], [-1.82145, -3.22221, -4.04648], [-2.06100, -1.75796, -3.59531], [-2.15379, -2.68419, -3.32282], [-3.47004, 1.67374, -1.02226], [-2.44749, 2.18966, -0.23001], [-2.56577, 1.40987, -0.79442], [1.04741, 2.38808, 4.09509], [2.03181, 2.17845, 2.86274], [1.14405, 2.48174, 3.14914], [0.46370, 0.86314, 4.20001], [0.10847, -0.42099, 4.99343], [0.37512, -0.09822, 4.13382], [-3.01332, 3.76852, 1.18518], [-3.36361, 2.78220, 2.26072], [-2.75052, 2.90547, 1.52636], [-2.83989, -2.24395, -1.36458], [-4.25739, -2.40940, -0.99589], [-3.41196, -2.19834, -0.58276], [-1.02656, 3.26151, -0.66932], [-1.44209, 4.69131, -0.90186], [-1.69288, 3.78981, -1.13567], [2.93550, 0.42669, 2.16075], [4.20667, 1.09966, 2.59732], [3.35549, 1.29505, 2.22214], [2.56819, -3.40247, 1.86169], [2.38660, -2.43349, 0.76583], [2.14379, -2.55220, 1.70451], [0.93319, 3.85072, 0.95047], [1.56526, 2.44702, 0.82150], [1.10673, 3.13564, 0.34217], [-3.41439, -0.07557, -3.56981], [-2.27646, 0.96623, -2.91061], [-2.56664, 0.08974, -3.16639]],
  "forces_ev_per_a": [[-1.557, 0.841, -0.430], [0.206, -0.983, 0.246], [-0.985, 0.232, 0.678], [0.557, 0.325, -1.171], [0.233, -1.011, -0.145], [-1.777, 0.778, 1.094], [-0.824, -2.291, -0.311], [0.602, 0.997, 1.222], [0.348, 0.086, 0.297], [0.533, -0.347, 0.031], [0.169, -0.150, -0.147], [0.055, -0.012, -0.040], [0.161, 0.074, -0.552], [0.603, -0.026, -0.202], [0.017, 0.098, 0.490], [-0.437, 0.033, 0.302], [-0.052, 0.217, 0.304], [0.493, 0.122, 0.495], [0.684, -0.172, -0.511], [-0.019, 0.272, -0.320], [0.479, 0.600, -0.018], [0.307, 0.548, 0.283], [0.632, 0.281, -0.433], [-0.343, -0.609, -0.256], [0.230, -0.290, -0.550], [-0.037, -0.023, -0.002], [0.057, 0.003, 0.033], [0.037, 0.130, 0.054], [-0.103, -0.824, -0.539], [0.603, -0.350, 0.381], [-1.161, 0.680, 0.020], [0.619, 0.575, 0.275], [-0.033, 0.078, 0.767], [-0.497, -0.038, -0.554], [-0.112, -0.463, -0.091], [-0.097, -0.113, 0.299], [0.110, 0.235, -0.196], [0.181, 0.075, -0.145], [0.090, -0.225, 0.015], [-0.286, 0.404, 0.361], [0.191, -0.045, 0.121], [-0.155, -0.016, 0.348], [-0.012, -0.051, -0.498], [0.243, 0.106, -0.295], [-0.026, 0.088, -0.233], [0.294, 0.513, 0.436], [0.046, -0.089, -0.014], [0.739, 0.115, 0.281], [-0.682, -0.343, -0.418], [-0.148, -0.088, 0.468], [-0.136, 0.105, -0.393], [0.126, 0.091, -0.386], [0.104, 0.042, 0.545], [0.145, 0.144, 0.289], [-0.344, -0.136, -1.045], [-0.354, 1.123, -0.023], [-0.889, 0.359, -0.110], [1.171, -1.675, -0.106]],
  "orbital_gap_ev": 9.6,
  "de_lowest_kcal_mol": 73.7,
  "charge": 1
}

Number 1: HOMO energy -0.15309 hartree. Number 2: HOMO energy -0.43966 hartree.